# C29H63ClF2N5O12P4S

A cluster of 3 separate species, C29H63ClF2N5O12P4S in total at a distorted geometry (ωB97M-V/def2-TZVPD, OMol25).

Bonds (Å) are listed after each position.
Element x y z (Å)
1 C -0.26090 -0.69027 2.89777  C2 1.378, H39 1.083, H40 1.089
2 C -1.39150 -0.77387 2.11492  C1 1.378, N3 1.539, H41 1.082
3 N -1.51639 -0.49718 0.60597  C2 1.539, P4 1.839, C7 1.522, C31 1.541
4 P -0.69086 1.14377 0.52736  N3 1.839, C5 1.799, C6 1.834
5 C 1.09167 1.18018 0.28731  P4 1.799, H42 1.099, H43 1.087, H44 1.092
6 C -1.00518 2.35050 1.87267  P4 1.834, H45 1.087, H46 1.095, H47 1.090
7 C -0.79168 -1.66471 -0.04823  N3 1.522, C8 1.566, O13 1.418, C17 1.538
8 C -0.63385 -1.81626 -1.59865  C7 1.566, C9 1.558, H48 1.086, H49 1.094
9 C 0.18970 -0.85660 -2.50954  C8 1.558, N10 1.526, N11 1.428, N12 1.459
10 N -0.12205 -1.35067 -3.91897  C9 1.526, H50 1.016, H51 1.017
11 N -0.12565 0.53514 -2.54653  C9 1.428, H52 1.009, H53 1.005
12 N 1.62190 -1.10794 -2.38680  C9 1.459, H54 1.018, H55 1.011
13 O 0.56733 -1.72360 0.35146  C7 1.418, C14 1.408
14 C 1.09776 -2.91734 0.87639  O13 1.408, C15 1.552, H56 1.096, H57 1.094
15 C 2.62300 -2.75128 1.11119  C14 1.552, C16 1.528, H58 1.091, H59 1.087
16 C 3.07343 -1.33259 1.45479  C15 1.528, H60 1.087, H61 1.092, H62 1.088
17 C -1.55702 -2.94779 0.31865  C7 1.538, C18 1.534, H63 1.080, H64 1.086
18 C -3.03172 -2.95771 -0.10279  C17 1.534, C19 1.540, C23 1.602, H65 1.093
19 C -3.68666 -4.32658 0.15991  C18 1.540, C20 1.534, H66 1.093, H67 1.088
20 C -2.85499 -5.57564 -0.15905  C19 1.534, C21 1.532, Cl22 1.800, H68 1.087
21 C -2.27763 -5.63228 -1.57698  C20 1.532, H69 1.089, H70 1.089, H71 1.091
22 Cl -1.64042 -6.00752 1.09660  C20 1.800
23 C -3.81009 -1.69385 0.49861  C18 1.602, C24 1.577, C28 1.544, C31 1.578
24 C -5.14427 -1.75028 -0.34028  C23 1.577, C25 1.533, H72 1.084, H73 1.091
25 C -6.34151 -0.91186 0.12358  C24 1.533, C26 1.556, F27 1.400, H74 1.085
26 C -7.30864 -0.73928 -1.08335  C25 1.556, H75 1.089, H76 1.087, H77 1.085
27 F -7.07768 -1.64699 1.06005  C25 1.400
28 C -4.26883 -2.08348 1.92076  C23 1.544, C29 1.533, F30 1.418, H78 1.084
29 C -4.83992 -1.11521 2.96285  C28 1.533, H79 1.087, H80 1.091, H81 1.082
30 F -3.31467 -2.83962 2.64742  C28 1.418
31 C -3.00777 -0.35998 0.24129  N3 1.541, C23 1.578, N32 1.462, P35 1.892
32 N -3.45412 0.59520 1.25378  C31 1.462, C33 1.210
33 C -4.05993 1.63615 1.14181  N32 1.210, S34 1.547
34 S -4.71385 3.02114 0.92447  C33 1.547
35 P -3.39237 0.47614 -1.41172  C31 1.892, O36 1.471, O37 1.637, O38 1.618
36 O -4.82291 0.79518 -1.53987  P35 1.471
37 O -3.12350 -0.49278 -2.70329  P35 1.637, H82 0.972
38 O -2.68357 1.90282 -1.69429  P35 1.618, H83 0.971
39 H 0.49246 -1.46588 2.96375  C1 1.083
40 H -0.11690 0.15346 3.57063  C1 1.089
41 H -2.25942 -0.94074 2.73987  C2 1.082
42 H 1.61492 1.07263 1.24723  C5 1.099
43 H 1.55269 0.46935 -0.39362  C5 1.087
44 H 1.34264 2.18533 -0.05914  C5 1.092
45 H -1.69379 3.10730 1.50429  C6 1.087
46 H -0.10096 2.88907 2.17617  C6 1.095
47 H -1.41786 1.93780 2.79293  C6 1.090
48 H -1.50728 -2.15067 -2.15057  C8 1.086
49 H -0.01597 -2.71538 -1.67631  C8 1.094
50 H -1.08864 -1.14464 -4.15426  N10 1.016
51 H 0.01443 -2.35799 -3.92036  N10 1.017
52 H 0.68472 1.13425 -2.60222  N11 1.009
53 H -0.79327 0.77837 -3.25730  N11 1.005
54 H 2.06293 -0.40290 -2.97437  N12 1.018
55 H 1.85078 -2.00878 -2.78560  N12 1.011
56 H 1.01386 -3.76269 0.18453  C14 1.096
57 H 0.66509 -3.26426 1.81993  C14 1.094
58 H 3.08010 -2.99375 0.15066  C15 1.091
59 H 2.93427 -3.48389 1.85182  C15 1.087
60 H 3.16546 -0.70779 0.57040  C16 1.087
61 H 4.06854 -1.40916 1.89743  C16 1.092
62 H 2.45230 -0.82759 2.19188  C16 1.088
63 H -1.10207 -3.73679 -0.26177  C17 1.080
64 H -1.43933 -3.24416 1.35693  C17 1.086
65 H -3.16150 -2.80440 -1.17686  C18 1.093
66 H -4.52254 -4.43290 -0.53631  C19 1.093
67 H -4.12045 -4.49080 1.14363  C19 1.088
68 H -3.56799 -6.39526 -0.12348  C20 1.087
69 H -2.96749 -5.23789 -2.32141  C21 1.089
70 H -1.27824 -5.20612 -1.64760  C21 1.089
71 H -2.14877 -6.68916 -1.81427  C21 1.091
72 H -4.95685 -1.66482 -1.40464  C24 1.084
73 H -5.58016 -2.74626 -0.24422  C24 1.091
74 H -6.11828 0.09401 0.46406  C25 1.085
75 H -6.97367 -1.31073 -1.94754  C26 1.089
76 H -8.29601 -1.10240 -0.81069  C26 1.087
77 H -7.35513 0.31125 -1.35221  C26 1.085
78 H -5.06285 -2.81055 1.79494  C28 1.084
79 H -5.50441 -1.68137 3.61089  C29 1.087
80 H -4.06527 -0.71943 3.62062  C29 1.091
81 H -5.37932 -0.26533 2.56516  C29 1.082
82 H -3.28336 0.05758 -3.48782  O37 0.972
83 H -2.95690 2.19647 -2.57890  O38 0.971
84 C 1.35844 7.14027 5.69380  O85 1.434, H92 1.088, H93 1.088, H94 1.091
85 O 1.76495 7.35120 4.33477  C84 1.434, P86 1.591
86 P 2.37309 6.10954 3.54803  O85 1.591, O87 1.462, O88 1.580, O90 1.582
87 O 1.49011 4.94801 3.45399  P86 1.462
88 O 3.74997 5.81394 4.26526  P86 1.580, C89 1.435
89 C 4.63730 6.89877 4.57435  O88 1.435, H95 1.090, H96 1.089, H97 1.087
90 O 2.80891 6.75946 2.17293  P86 1.582, C91 1.434
91 C 1.82081 6.83971 1.13722  O90 1.434, H98 1.087, H99 1.090, H100 1.089
92 H 1.56982 8.04965 6.25159  C84 1.088
93 H 0.29039 6.93418 5.72889  C84 1.088
94 H 1.90256 6.31347 6.15258  C84 1.091
95 H 4.57851 7.11149 5.64146  C89 1.090
96 H 4.39416 7.80056 4.01504  C89 1.089
97 H 5.65082 6.59093 4.33015  C89 1.087
98 H 2.17161 7.55290 0.39634  C91 1.087
99 H 0.86246 7.17793 1.53117  C91 1.090
100 H 1.70090 5.86479 0.66649  C91 1.089
101 C 6.97483 1.24599 -5.49195  O102 1.435, H109 1.088, H110 1.088, H111 1.091
102 O 6.75669 0.00114 -4.81304  C101 1.435, P103 1.590
103 P 5.91046 0.03638 -3.46759  O102 1.590, O104 1.463, O105 1.581, O107 1.585
104 O 4.55649 0.57408 -3.60646  P103 1.463
105 O 6.82224 0.81795 -2.43983  P103 1.581, C106 1.435
106 C 8.21568 0.49072 -2.33496  O105 1.435, H112 1.090, H113 1.089, H114 1.087
107 O 5.99991 -1.46218 -2.95999  P103 1.585, C108 1.429
108 C 5.01567 -2.36665 -3.46612  O107 1.429, H115 1.087, H116 1.090, H117 1.089
109 H 7.96697 1.21554 -5.93630  C101 1.088
110 H 6.23055 1.37070 -6.27593  C101 1.088
111 H 6.92402 2.09247 -4.80568  C101 1.091
112 H 8.79953 1.26279 -2.83532  C106 1.090
113 H 8.44522 -0.47645 -2.77894  C106 1.089
114 H 8.48352 0.47137 -1.28158  C106 1.087
115 H 5.35451 -3.38387 -3.28735  C108 1.087
116 H 4.86885 -2.22631 -4.53732  C108 1.090
117 H 4.07489 -2.20593 -2.94128  C108 1.089

## Properties
largest force on an atom	4.74	eV/A
charge	+1
frontier orbital gap	6.5	eV

Atomic partial charges in e from the Mulliken method, atoms 1 to 4: atom 1 (C): -1.271, atom 2 (C): 0.848, atom 3 (N): 0.911, atom 4 (P): 1.404